(1)
Below is the molecule C7H9N in a non-equilibrium geometry, with properties calculated with the ωB97M-V functional and the def2-TZVPD basis.

## Properties
- Frontier orbital gap: 9.471 eV
- SMILES string: C=C/C(C)=C(\C)C#N
- LUMO level: 0.10 eV

Positions of all 17 atoms, in Å:
C  -0.481  -1.909  0.376
C  -0.174  -0.466  0.071
C  0.232  0.119  1.483
C  1.301  0.930  1.945
C  -0.264  0.111  -1.005
C  -0.105  1.582  -1.356
C  -0.705  -0.527  -2.084
H  -0.679  -2.322  -0.689
H  0.394  -2.639  0.577
H  -1.158  -1.917  1.061
H  -0.305  -0.202  2.306
H  1.667  0.731  2.991
H  2.141  1.555  1.381
H  0.789  1.658  -2.216
H  -1.275  2.036  -1.491
H  0.114  1.945  -0.270
N  -1.493  -0.686  -3.080

Atoms 1-6, force components in eV/Å:
5.64 -1.54 -7.51
2.18 -2.89 11.36
3.83 3.29 -1.70
0.36 -1.52 -1.53
0.88 5.61 -4.60
-0.62 1.10 1.80



(2)
Below is a 2-piece molecular cluster, C5H15FNOPSi overall in a non-equilibrium geometry, with properties calculated with the ωB97M-V functional and the def2-TZVPD basis.

## Properties
- Frontier orbital gap: 7.798 eV
- LUMO level: -0.23 eV

Positions of all 25 atoms, in Å:
C  -0.434  0.850  -2.038
C  -2.171  -1.814  0.149
C  2.558  1.273  -0.128
C  1.455  -1.513  0.146
C  0.294  1.107  2.011
N  -0.383  0.905  -0.580
O  -2.582  -0.748  0.980
F  -3.346  0.434  -0.999
Si  0.903  0.378  0.383
P  -2.681  0.731  0.462
H  -1.186  0.087  -2.299
H  -0.358  1.888  -2.458
H  0.511  0.457  -2.366
H  -2.990  -2.170  -0.626
H  -2.036  -2.666  0.751
H  -1.323  -1.552  -0.386
H  2.429  1.840  -1.014
H  2.883  1.945  0.681
H  3.342  0.636  -0.068
H  0.744  -2.187  0.486
H  1.467  -1.699  -0.871
H  2.300  -1.749  0.697
H  -0.640  0.769  2.230
H  0.975  0.664  2.761
H  0.267  2.134  2.096

Atoms 1-6, force components in eV/Å:
0.54 0.23 1.24
-3.23 -1.45 -1.66
-2.78 1.27 2.22
-1.88 2.87 1.36
3.37 -2.73 -0.01
-2.94 -0.02 0.28



Which of these has the highest frontier orbital gap? C7H9N